C4H12N2 | wB97M-V/def2-TZVPD

Last column: Löwdin charge in e.
CARTESIAN COORDINATES (ANGSTROEM)
N -1.7383 0.1460 -1.4406  -0.007
N 0.8166 -0.1123 1.1211  -0.152
C -0.6121 -0.6374 -0.9209  -0.231
C 0.1342 1.8073 -0.1934  -0.075
C 1.0357 -1.3896 1.6968  -0.181
C 0.4530 0.3088 -0.3398  -0.345
H -2.0446 -0.0386 -2.3663  0.047
H -0.7273 1.7189 0.4911  0.087
H -0.0948 2.1173 -1.1955  0.066
H 0.3156 -2.1071 1.2539  0.058
H 1.5208 0.1620 -0.7525  0.140
H -0.0862 -1.2595 -1.6528  0.113
H 1.2183 0.7270 1.5499  0.090
H -2.5627 0.3435 -0.8330  0.096
H 0.7715 -1.4661 2.8149  0.099
H -0.8658 -1.4506 -0.2833  0.075
H 0.9193 2.3005 0.3167  0.055
H 2.0225 -1.8179 1.4372  0.066

For the HOMO energy, the calculation gives -7.7 eV. The calculation puts the gap between HOMO and LUMO at 8.8 eV. The largest force on an atom is 5.0 eV/A. As for the spin multiplicity: 1. The value obtained for the energy above the lowest of the compared OMol25 structures with the same formula, charge and spin is 203.0 kJ/mol. Its total energy is -269.039041 Eh.